Entry 1:
H4N2O3Si | wB97M-V/def2-TZVPD

As for the total charge: 0. As for the structure (SMILES): N[Si@H](O)[N+](=O)[O-]. As for the spin multiplicity: 1. Its HOMO energy (alpha / beta) is -10.26 / -10.26 eV. The frontier orbital gap (alpha / beta) comes out at 0.3538 / 0.3538 hartree. As for the LUMO energy (alpha / beta): -0.0231 / -0.0231 Ha.

CARTESIAN COORDINATES (ANGSTROEM)
N 0.00917 -1.47595 0.14005
N 2.06814 0.46101 -0.95647
O 2.67198 0.48557 0.39008
O 2.64624 0.06565 -1.93452
O -0.63632 1.05415 -1.00898
Si 0.32832 0.26274 -0.03695
H 0.13680 -2.19323 -0.55523
H 0.06927 -1.94792 1.09086
H -1.51587 0.61845 -1.20919
H 0.42964 1.00990 1.17794

Force components x, y, z for each atom (eV/Å):
N 0.2 0.9 1.7
N 2.1 -1.7 4.6
O -2.1 -0.1 -5.8
O -0.8 1.2 1.7
O -2.9 -0.4 -1.7
Si 2.1 -2.2 0.9
H 0.0 0.3 -0.3
H 0.0 1.3 -1.7
H 1.6 0.9 0.2
H -0.2 0.0 0.6

natural (NBO) atomic charge list, values in e, 5 entries: -1.323 0.206 -0.542 -0.264 -1.110



Entry 2:
C4H8N2O | wB97M-V/def2-TZVPD

As for the total charge: 0. As for the structure (SMILES): Cc1c[nH]cn1.O. As for the spin multiplicity: 1. Its HOMO energy is -8.45 eV. The frontier orbital gap comes out at 0.3380 hartree. As for the LUMO energy: 0.0274 Ha.

CARTESIAN COORDINATES (ANGSTROEM)
C -0.69298 1.47486 -1.28990
C -0.76719 -0.01294 -1.43650
C -0.81386 -0.89565 -0.38236
N -0.33454 -2.07605 -0.78775
C -0.18227 -1.97101 -2.21166
N -0.33623 -0.72816 -2.63885
H -1.29050 1.99373 -2.11147
H 0.39313 1.68438 -1.38306
H -1.15640 1.85355 -0.36446
H -0.70860 -0.88637 0.71543
H -0.56435 -2.95341 -0.30419
H 0.16636 -2.80648 -2.77588
H 1.94657 2.55053 5.11212
H 1.93402 1.03068 5.16992
O 2.40683 1.74235 4.68859

Force components x, y, z for each atom (eV/Å):
C -0.9 0.4 -1.6
C 0.7 -1.2 -0.1
C 1.0 1.1 1.2
N -0.3 -2.4 -3.7
C 0.1 1.4 1.9
N -0.9 -0.5 2.8
H 1.1 -0.6 0.8
H -0.8 0.6 0.2
H 0.6 -0.4 -0.1
H -1.0 1.3 -0.6
H 0.4 0.6 -0.5
H 0.0 -0.3 -0.4
H 1.3 -1.7 -1.2
H 0.6 0.3 -0.5
O -1.8 1.4 1.7

natural (NBO) atomic charge list, values in e, 5 entries: -0.642 0.079 -0.112 -0.544 0.163



Entry 3:
C24H96N48O24 | wB97M-V/def2-TZVPD

As for the total charge: 0. As for the spin multiplicity: 1. Its HOMO energy is -8.17 eV. The frontier orbital gap comes out at 0.2772 hartree. As for the LUMO energy: -0.0229 Ha.

CARTESIAN COORDINATES (ANGSTROEM)
C 1.46773 1.58646 -6.79263
O 1.31622 0.61217 -6.04566
N 2.46822 1.76292 -7.58169
N 0.63864 2.51185 -6.97223
H 3.14154 1.01038 -7.56169
H 2.84262 2.69204 -7.71074
H -0.00797 2.60104 -6.20148
H 0.99946 3.43651 -7.15906
C -1.33004 -3.34814 4.85249
O -1.70353 -2.76970 5.87057
N -0.81730 -4.57605 4.86061
N -1.41434 -2.82843 3.63705
H -0.66374 -4.98498 3.94995
H -0.83796 -4.97544 5.78805
H -0.70769 -3.11408 2.97436
H -1.68430 -1.87211 3.81781
C 4.87679 2.62517 -4.61726
O 4.69449 3.79077 -4.66632
N 5.42680 1.99109 -5.62552
N 4.67917 1.86949 -3.68914
H 5.40554 2.29416 -6.58874
H 6.11624 1.30948 -5.34231
H 4.86867 0.89246 -3.86122
H 4.11840 2.20649 -2.91969
C -3.36159 -3.16190 -4.35780
O -2.36024 -2.46592 -4.40151
N -4.14025 -3.27734 -3.29763
N -3.89249 -3.90489 -5.32388
H -4.13701 -2.68200 -2.48175
H -5.01771 -3.69255 -3.57653
H -4.78744 -4.36733 -5.25095
H -3.42535 -3.84201 -6.21715
C -2.10887 -0.55730 -7.43299
O -3.22818 -1.00092 -7.71929
N -1.45984 0.34707 -8.10221
N -1.48132 -0.69598 -6.30482
H -1.91312 0.89912 -8.81625
H -0.69598 0.81297 -7.63364
H -0.56127 -0.28025 -6.33288
H -1.81287 -1.41789 -5.68111
C 5.28317 2.15834 0.88143
O 6.38941 2.32677 1.22204
N 4.75851 2.57327 -0.20931
N 4.40088 1.61524 1.70575
H 5.29364 3.25492 -0.72804
H 3.83960 2.25289 -0.47963
H 4.76961 1.27275 2.58144
H 3.45592 1.38123 1.43669
C -2.64676 1.26401 -3.91229
O -1.44922 1.14409 -4.17168
N -3.46630 2.16091 -4.47094
N -3.25363 0.63471 -2.97244
H -4.40993 2.22617 -4.11680
H -3.31066 2.43091 -5.43165
H -2.73499 -0.20595 -2.76172
H -4.20509 0.83123 -2.69640
C 1.44626 2.81374 -2.63137
O 2.46483 3.01550 -1.92698
N 1.21754 3.46433 -3.69302
N 0.57115 1.95682 -2.36071
H 1.98681 3.85260 -4.21987
H 0.25715 3.48788 -4.00478
H -0.12923 1.69083 -3.03806
H 0.90180 1.24380 -1.72637
C 2.39156 -3.11203 1.46406
O 2.34488 -4.17475 2.13689
N 1.83224 -3.00651 0.35958
N 3.09808 -2.01484 1.73314
H 1.37599 -3.90490 0.29006
H 1.82719 -2.25411 -0.31419
H 3.24064 -1.32014 1.01399
H 3.81078 -1.97024 2.44741
C 2.05270 4.60206 1.07358
O 1.81452 5.09550 2.17152
N 2.34740 5.27369 0.04383
N 1.98437 3.30255 0.81642
H 2.45505 6.24765 0.28861
H 2.61359 4.87271 -0.84411
H 1.78846 2.72587 1.62213
H 1.83073 3.04222 -0.14729
C 4.96785 -0.95982 4.42213
O 4.42872 0.12158 4.15970
N 5.94889 -1.53157 3.73597
N 4.48225 -1.76851 5.34941
H 6.29907 -2.41412 4.08036
H 6.19090 -1.09476 2.85806
H 3.59237 -1.56468 5.78147
H 4.86532 -2.66518 5.61271
C -1.18836 -4.56618 -0.79385
O -2.20332 -4.08382 -0.52084
N -0.39528 -5.20201 0.02085
N -0.83500 -4.73803 -2.02287
H 0.00494 -6.06281 -0.32404
H -0.94407 -5.29876 0.86321
H -1.47149 -4.10368 -2.48393
H 0.16062 -4.87210 -2.12714
C -4.01527 -1.49449 0.52805
O -3.82893 -1.67008 -0.68170
N -4.68119 -0.51136 1.07906
N -3.56251 -2.16356 1.48902
H -5.00385 0.25800 0.50979
H -4.54084 -0.24713 2.04374
H -3.16570 -3.06045 1.24770
H -3.64392 -1.74931 2.40656
C 4.96561 -1.60721 -0.76691
O 5.90077 -1.39527 -0.03145
N 4.21299 -0.74788 -1.29264
N 4.76690 -2.79778 -1.27130
H 3.42182 -1.22640 -1.69905
H 4.33399 0.25453 -1.31794
H 5.36431 -3.37534 -0.69718
H 4.00374 -2.93029 -1.91948
C 0.09672 -0.45086 0.06490
O 1.14208 -0.05086 -0.16627
N -0.78332 -0.76831 -0.92972
N -0.46248 -0.63801 1.26191
H -1.75730 -0.92466 -0.71286
H -0.43482 -0.58694 -1.86017
H -0.02781 -0.35508 2.12857
H -1.41016 -0.95353 1.41168
C 1.14458 -0.06978 3.92772
O 1.46992 0.82069 3.16772
N 0.79174 0.13135 5.21350
N 1.26344 -1.26210 3.72517
H 0.85126 1.11118 5.45119
H 0.95463 -0.68969 5.77869
H 0.95561 -1.81669 4.51116
H 1.72685 -1.57773 2.88510
C -4.31510 -6.91902 0.66009
O -4.42063 -6.12136 1.62666
N -4.68754 -8.22114 0.59294
N -3.77196 -6.52962 -0.43920
H -4.54038 -8.89468 -0.14515
H -5.48076 -8.42010 1.18566
H -3.99809 -7.01727 -1.29428
H -3.39061 -5.59846 -0.52654
C -0.87733 4.37740 4.53003
O -1.53260 3.70228 5.29463
N -0.11395 3.76636 3.54586
N -0.81421 5.64226 4.56345
H 0.45132 4.29494 2.89688
H 0.09497 2.79461 3.72519
H -0.04557 6.00862 4.02025
H -1.14702 6.06137 5.42000
C -6.77713 0.11213 -1.94369
O -6.17585 0.95225 -1.42199
N -8.04726 0.09836 -2.26303
N -6.27445 -1.05197 -2.17110
H -8.43028 -0.68791 -2.76818
H -8.50298 0.99212 -2.14629
H -6.65587 -1.59706 -2.93104
H -5.35632 -1.07865 -1.75108
C -1.78747 4.37442 0.14130
O -2.28549 5.11580 0.97895
N -2.23572 3.31139 -0.40424
N -0.77759 4.72448 -0.60858
H -1.48369 2.85345 -0.89906
H -3.09563 2.95019 -0.01670
H -0.62715 4.47062 -1.57451
H -0.56265 5.65582 -0.28221
C -2.69991 0.62267 4.07104
O -3.13501 -0.46902 3.93178
N -2.12169 1.35557 3.12789
N -2.90220 1.28869 5.20755
H -1.79945 0.91670 2.27721
H -1.80053 2.30145 3.27713
H -3.39883 0.82032 5.95192
H -2.49601 2.20653 5.32016
C 1.62018 -1.77177 -3.48120
O 1.98266 -2.61560 -2.67509
N 2.46018 -0.99569 -4.03868
N 0.36178 -1.45328 -3.72588
H 3.43170 -1.27162 -4.02698
H 2.11732 -0.35520 -4.74033
H -0.34835 -2.08387 -3.38213
H -0.01080 -0.68862 -4.27049
C -1.49798 0.78043 8.14960
O -2.08563 0.78350 9.26109
N -0.86046 1.79290 7.80801
N -1.33002 -0.33688 7.50696
H -0.67347 1.90128 6.82141
H -0.78973 2.56588 8.45425
H -1.64013 -1.22188 7.88205
H -0.98684 -0.28036 6.55873
C 3.31963 3.93221 5.38357
O 3.90284 3.80648 6.43581
N 2.83506 5.01445 4.90062
N 3.05374 2.90901 4.58669
H 2.87337 5.70589 5.63584
H 2.59300 5.03055 3.92019
H 3.55677 2.05865 4.37710
H 2.43275 3.29033 3.88737

Force components x, y, z for each atom (eV/Å):
C 1.8 -4.2 2.1
O -0.5 -0.2 -0.3
N 5.2 -1.0 -2.3
N -6.1 5.8 1.5
H 0.3 0.3 0.0
H -0.1 -0.2 -0.3
H -0.5 -0.2 0.0
H -0.1 -0.1 -0.7
C -0.4 -0.5 1.8
O 0.2 0.1 0.0
N 0.5 -0.7 0.5
N -0.4 1.2 -1.1
H 0.1 -0.8 0.8
H 0.3 -0.8 -0.6
H -0.1 0.6 -0.2
H -0.1 0.6 -1.2
C 1.6 3.7 -5.1
O -2.1 5.0 0.0
N 2.4 -3.0 -4.2
N -2.2 -5.9 8.1
H 0.4 0.4 0.7
H 0.0 -0.1 -0.8
H -0.5 0.2 0.8
H 0.1 -0.2 0.5
C -0.7 0.5 0.7
O 1.0 0.0 -0.1
N -1.8 -0.2 2.0
N 1.0 -0.7 -3.0
H 0.5 0.0 0.2
H 0.0 0.2 1.1
H 0.5 0.2 -0.2
H -0.4 -0.2 -0.1
C -3.7 -0.4 0.5
O 0.5 -0.4 -0.2
N 1.9 3.6 -4.2
N 1.0 -1.8 2.3
H 0.0 -0.4 0.0
H -0.4 0.0 -0.6
H 0.0 -0.7 1.2
H 0.5 -0.1 0.4
C -1.8 -1.1 2.6
O 5.4 1.0 1.0
N -1.4 1.4 -5.3
N -1.6 -1.8 1.8
H -0.4 -0.3 -0.3
H 0.2 0.8 -0.1
H -0.3 -0.3 -0.1
H 0.2 0.0 0.3
C 0.3 2.0 -1.1
O 0.8 0.0 -0.6
N -0.5 1.9 -1.8
N -0.1 -2.9 2.7
H 0.1 0.0 -0.4
H 0.0 0.1 0.3
H -0.7 -0.2 1.0
H 0.1 -0.6 0.2
C 4.5 0.9 2.5
O 0.4 -0.3 -0.2
N -0.8 3.8 -5.0
N -3.5 -4.4 2.5
H -0.2 0.5 0.2
H 0.4 0.0 -0.6
H -0.2 -0.3 -0.2
H -0.4 -0.2 0.6
C 3.7 -1.7 4.3
O -0.1 1.5 0.2
N -4.2 -1.6 -5.3
N 2.0 2.1 1.8
H -0.9 0.2 -1.6
H 0.0 -0.3 0.1
H -0.2 0.0 0.0
H -0.1 -0.4 0.0
C -0.9 -3.0 1.6
O 0.1 1.0 1.4
N 1.2 4.5 -3.2
N -0.7 -1.5 1.2
H 0.2 0.1 -0.9
H 0.1 0.1 0.2
H -0.3 -0.5 -0.4
H 0.2 -0.5 0.3
C -1.4 1.2 -0.7
O 0.5 -0.5 0.0
N 1.2 0.1 -0.9
N -1.6 -1.5 2.7
H 0.2 0.3 -0.8
H 0.6 -0.3 0.0
H 0.4 0.4 -0.1
H 0.1 0.3 -0.4
C 2.4 -2.7 -1.2
O -6.0 3.7 2.6
N 1.7 -1.6 4.3
N 0.6 0.4 -3.6
H 0.0 0.1 0.2
H 0.7 -0.5 0.7
H 0.9 0.0 -1.8
H -0.2 0.6 -1.2
C -0.8 1.9 -1.9
O -0.3 0.0 -1.3
N -2.8 4.8 -0.6
N 3.3 -4.9 2.7
H -0.1 -0.1 -0.2
H -0.1 -0.3 0.0
H 0.3 -0.1 0.7
H 0.4 -1.0 0.4
C 4.2 -1.0 1.1
O 1.4 0.6 1.9
N -4.9 4.5 -2.5
N 0.3 -2.6 0.2
H -0.6 1.3 -0.5
H 0.0 -0.3 0.5
H -0.7 -1.4 -0.8
H 0.1 -1.2 0.3
C -7.9 -2.3 0.4
O 8.2 2.9 -1.4
N -0.1 -0.1 -0.5
N -0.6 -0.1 2.7
H -0.1 -0.2 -0.5
H -0.5 -0.2 0.0
H 0.5 0.2 -0.6
H 0.0 -0.3 -0.6
C 1.0 6.7 2.6
O -0.5 1.9 -1.8
N -1.2 1.5 0.6
N 0.2 -8.9 -1.8
H 0.3 -0.4 1.0
H -0.1 1.2 1.0
H 0.3 -1.1 -1.1
H 0.2 -0.4 0.1
C -0.6 1.6 3.2
O -0.2 -2.2 -1.0
N -1.8 -1.3 1.8
N 2.0 1.3 -4.3
H 0.2 0.7 -0.1
H 0.3 -0.3 0.1
H 0.3 0.2 0.2
H -0.2 0.1 0.2
C 1.4 -4.6 -1.9
O -1.1 -1.1 1.5
N -1.1 -0.4 0.6
N 0.5 4.6 0.1
H 0.3 0.0 0.1
H 0.2 0.1 -0.2
H -0.2 0.8 0.4
H 0.1 0.4 -0.4
C -2.9 -3.0 -1.4
O 3.4 5.9 3.0
N -3.4 2.0 -0.7
N 2.6 -3.5 -0.9
H -0.3 0.6 0.3
H -0.6 -0.4 -0.4
H 0.8 -0.3 0.4
H 0.6 -1.3 -0.4
C -1.7 3.2 0.7
O 0.1 -0.7 0.6
N -3.1 -4.7 -0.2
N 4.7 3.8 -0.3
H -1.1 -1.3 0.0
H 0.3 -0.9 -0.4
H -0.3 0.2 0.4
H 1.0 0.2 -0.9
C -0.2 3.8 1.9
O -1.3 -5.1 -1.6
N 1.3 0.7 -2.2
N -0.1 0.3 1.2
H -0.2 0.1 0.2
H -0.1 -0.1 0.1
H 0.2 0.1 -0.2
H -0.1 0.2 0.3
C -1.3 -0.6 1.7
O 0.1 -1.9 1.2
N 3.7 2.9 -2.5
N -3.1 -0.6 0.3
H -0.2 0.2 0.0
H 0.5 0.1 -0.3
H 0.1 0.0 -0.1
H 0.5 0.0 -0.2
C -3.5 -3.6 7.1
O -0.2 -0.2 -0.5
N 3.5 5.9 -3.4
N 0.4 -2.6 -2.7
H 0.3 0.7 0.2
H -0.4 -0.1 -0.5
H -0.3 0.4 -0.3
H -0.2 -0.6 0.1
C 2.2 -3.8 1.7
O 0.8 0.5 1.7
N -1.2 4.1 0.2
N -1.6 -1.6 -2.4
H -0.3 0.9 -1.0
H -0.2 1.2 0.2
H 0.1 0.2 0.6
H 0.1 -1.4 -0.6

Mulliken atomic charge list, values in e, 5 entries: 0.383 -0.890 -0.419 -0.407 0.275



Values of energy, in order: -627.0657, -341.9313, -5406.7612, all in hartree.
Values of F_max, in order: 6.21, 4.41, 10.30, all in eV/A.
Values of ΔE to the lowest compared entry with this formula, charge and spin, in order: 138.9, 189.8, 1597.5, all in kJ/mol.